A cluster of 2 separate species, C6H16N3S in total. Source: the OMol25 dataset; level of theory: ωB97M-V/def2-TZVPD.

The spin multiplicity is 1. The value obtained for the energy relative to the best compared isomer or geometry (same formula, charge and spin) is 144.6 kcal/mol. The HOMO energy (spin up / spin down) is -12.34 / -10.68 eV. The LUMO energy (spin up / spin down) is -2.881 / -5.482 eV. Its net charge is +1.

Each line ends with the natural charge from an NBO analysis.
Cartesian coordinates (Å):
C1 0.5040 1.4518 -0.4047  0.73
C2 0.5544 -3.3676 -3.2264  -0.65
C3 0.0577 2.2653 2.8237  -0.58
C4 -1.4184 0.3689 2.4625  -0.64
C5 0.1199 -2.0418 -2.6894  -0.26
C6 -0.6604 1.4459 1.7350  -0.06
N1 0.4585 2.6047 -0.9469  -0.78
N2 0.2502 0.8808 0.6974  -0.59
N3 1.2068 -1.3792 -1.9179  -0.68
S1 2.7209 -1.8721 -1.9499  0.42
H1 -0.1689 -3.7079 -3.8386  0.22
H2 1.5212 -3.2612 -3.9166  0.22
H3 0.6760 -4.1996 -2.4476  0.23
H4 -0.4872 2.1555 3.6742  0.23
H5 1.0694 1.6725 2.8247  0.21
H6 0.2613 3.2310 2.6197  0.21
H7 -2.3031 0.7425 2.8766  0.25
H8 -0.6954 -0.0237 3.1054  0.22
H9 -1.9142 -0.4127 1.8626  0.23
H10 -0.5481 -2.0635 -1.8212  0.22
H11 -0.1812 -1.2433 -3.5312  0.21
H12 -1.2568 2.2267 1.3314  0.20
H13 0.2386 3.4103 -0.4359  0.42
H14 0.4195 2.6443 -1.9478  0.45
H15 0.1708 -0.1209 0.7114  0.45
H16 3.0136 -1.0909 -0.9471  0.09

=====

A structure of composition C37H57N5O2PPdSe. Source: the OMol25 dataset; level of theory: ωB97M-V/def2-TZVPD.

The spin multiplicity is 1. The value obtained for the energy relative to the best compared isomer or geometry (same formula, charge and spin) is 35.6 kcal/mol. The HOMO energy is -2.83 eV. The LUMO energy is 2.146 eV. Its net charge is -1.

Each line ends with the Löwdin charge.
Cartesian coordinates (Å):
Pd1 0.6339 2.0242 1.4391  0.15
C1 4.3797 -1.5742 -4.7547  -0.06
C2 3.2630 -2.1137 -3.8491  -0.56
C3 2.1680 -2.7452 -4.7257  -0.06
C4 3.8577 -3.2160 -2.9728  -0.07
C5 2.6653 -0.9828 -3.0131  -0.20
C6 2.6080 -0.9988 -1.6286  -0.09
C7 2.0300 0.0399 -0.9057  -0.39
Se1 2.0051 -0.1260 1.0242  1.07
C8 0.6476 -1.4940 1.2402  -0.39
C9 1.0616 -2.8124 1.0705  -0.09
C10 0.1905 -3.8857 1.1943  -0.20
C11 -1.1270 -3.5763 1.5400  -0.01
C12 -1.5889 -2.2880 1.7511  -0.09
C13 -0.7009 -1.1584 1.5722  -0.39
O1 -1.1288 0.0568 1.6678  -0.21
C14 -3.0558 -2.0535 2.1494  -0.53
C15 -3.7505 -1.2131 1.0609  -0.05
C16 -3.1239 -1.3532 3.5177  -0.05
C17 -3.8468 -3.3577 2.2820  -0.09
C18 0.5975 -5.3413 0.9522  -0.56
C19 2.0848 -5.4763 0.6280  -0.07
C20 -0.1998 -5.9028 -0.2370  -0.05
C21 0.3040 -6.1930 2.1968  -0.06
C22 1.5013 1.2105 -1.5288  -0.40
O2 1.0197 2.2099 -0.8830  -0.21
C23 1.5504 1.2096 -2.9780  -0.09
C24 2.1185 0.1418 -3.6458  -0.01
C25 0.9968 2.4134 -3.7608  -0.54
C26 1.1125 2.2203 -5.2744  -0.09
C27 1.7878 3.6797 -3.3891  -0.05
C28 -0.4971 2.6300 -3.4475  -0.05
H1 4.8161 -2.3825 -5.3526  0.07
H2 5.1706 -1.1233 -4.1494  0.09
H3 4.0039 -0.8103 -5.4398  0.07
H4 2.5732 -3.5662 -5.3299  0.08
H5 1.7304 -2.0055 -5.4010  0.07
H6 1.3664 -3.1378 -4.0944  0.09
H7 4.2941 -3.9950 -3.6046  0.08
H8 3.0896 -3.6780 -2.3482  0.07
H9 4.6427 -2.8244 -2.3195  0.09
H10 3.0194 -1.8314 -1.0703  0.08
H11 2.1074 -2.9787 0.8435  0.08
H12 -1.8235 -4.3985 1.6610  0.08
H13 -3.1517 -0.3171 0.8888  0.05
H14 -4.7723 -0.9434 1.3616  0.08
H15 -3.7980 -1.7798 0.1264  0.09
H16 -2.4834 -0.4733 3.5316  0.06
H17 -2.7763 -2.0416 4.2953  0.09
H18 -4.1542 -1.0583 3.7575  0.08
H19 -3.8923 -3.9035 1.3359  0.08
H20 -4.8713 -3.1233 2.5889  0.08
H21 -3.4097 -4.0127 3.0419  0.08
H22 2.3443 -4.9146 -0.2714  0.07
H23 2.3321 -6.5278 0.4551  0.08
H24 2.7050 -5.1108 1.4511  0.09
H25 0.0044 -5.3160 -1.1369  0.09
H26 -1.2747 -5.8566 -0.0439  0.07
H27 0.0703 -6.9478 -0.4314  0.08
H28 0.8659 -5.8146 3.0555  0.09
H29 0.5893 -7.2372 2.0259  0.08
H30 -0.7586 -6.1687 2.4523  0.07
H31 2.1437 0.1664 -4.7301  0.08
H32 2.1561 2.1444 -5.5939  0.08
H33 0.6672 3.0825 -5.7795  0.08
H34 0.5804 1.3226 -5.6038  0.08
H35 2.8407 3.5619 -3.6628  0.08
H36 1.7195 3.8534 -2.3158  0.07
H37 1.3861 4.5523 -3.9205  0.07
H38 -1.0732 1.7378 -3.7153  0.09
H39 -0.8842 3.4818 -4.0212  0.07
H40 -0.6178 2.8247 -2.3834  0.05
N1 2.2541 4.3332 2.7831  -0.03
C29 3.0436 5.0111 3.6432  -0.12
C30 3.4348 4.1075 4.6017  -0.09
C31 2.8227 2.8924 4.2165  -0.16
N2 2.1148 3.0429 3.1096  -0.02
H41 1.8209 4.6387 1.9241  0.10
H42 3.2647 6.0595 3.5166  0.10
H43 4.0699 4.2876 5.4552  0.08
H44 2.8782 1.9222 4.6869  0.10
C32 -4.0765 3.5702 0.6997  -0.14
N3 -3.1887 2.3889 1.0031  -0.06
C33 -3.0936 2.2101 2.5275  -0.11
N4 -2.6886 3.4230 3.1653  -0.15
C34 -3.5576 4.5259 2.7894  -0.20
N5 -3.6085 4.7542 1.3471  -0.16
C35 -2.2814 5.1943 0.8326  -0.32
P1 -0.8179 3.9535 1.0882  0.91
C36 -1.8458 2.5571 0.3539  -0.28
C37 -1.2628 3.7117 2.9084  -0.33
H45 -5.0772 3.3204 1.0528  0.13
H46 -4.0836 3.7035 -0.3801  0.13
H47 -3.6030 1.5291 0.6454  0.14
H48 -2.3779 1.4032 2.6820  0.10
H49 -4.0931 1.9121 2.8513  0.14
H50 -3.2007 5.4344 3.2706  0.12
H51 -4.5702 4.3131 3.1419  0.12
H52 -2.0296 6.1380 1.3290  0.06
H53 -2.3847 5.4135 -0.2350  0.07
H54 -1.2581 1.6523 0.4984  0.04
H55 -2.0026 2.7157 -0.7129  0.08
H56 -0.9673 4.5927 3.4851  0.08
H57 -0.6760 2.8651 3.2745  0.06

=====

The ion C4H6NO4 with charge -1. Source: the OMol25 dataset; level of theory: ωB97M-V/def2-TZVPD.

The spin multiplicity is 1. The value obtained for the energy relative to the best compared isomer or geometry (same formula, charge and spin) is 199.7 kcal/mol. The HOMO energy (spin up / spin down) is -1.23 / -3.59 eV. The LUMO energy (spin up / spin down) is 3.995 / 3.945 eV. Its net charge is -1.

Each line ends with the natural charge from an NBO analysis.
Cartesian coordinates (Å):
O1 1.6700 -1.9992 0.5404  -0.74
C1 0.7292 -1.7242 -0.3051  0.11
C2 -0.6007 -1.1386 0.1534  0.01
O2 -0.7517 -0.7655 1.4845  -0.49
C3 -0.8927 0.2647 0.5335  0.02
C4 0.0020 1.5015 0.5428  -0.09
O3 1.3645 1.3067 0.8108  -0.45
N1 2.1310 0.8484 -0.2940  0.03
O4 3.1087 0.0074 0.1294  -0.59
H1 0.6101 -2.0097 -1.3623  0.10
H2 -1.4483 -1.7182 -0.4473  0.12
H3 -1.9341 0.4850 0.1640  0.14
H4 -0.3039 2.0661 -0.3895  0.16
H5 -0.4855 2.1264 1.3558  0.18
H6 2.5579 -0.8217 0.3398  0.48

=====

Among the records above, which one has the highest energy relative to the best compared isomer or geometry (same formula, charge and spin)? C4H6NO4